(1)
Molecular formula: C5H15NO2
Method: DFT, ωB97M-V with the def2-TZVPD basis set

Last column: Löwdin charge in e.
Positions of all 23 atoms, in Å:
C 1.560 1.094 1.061  -0.050
C 0.982 -0.063 0.266  -0.368
C 1.441 -0.098 -1.249  -0.207
O 1.474 -1.407 -1.804  -0.072
N -0.484 -0.166 0.251  -0.287
C -0.964 -1.071 1.363  -0.055
C -1.142 1.162 0.228  -0.098
H 0.816 1.474 1.785  0.074
H 1.748 1.983 0.404  0.098
H 2.456 0.825 1.539  0.057
H 1.340 -1.106 0.542  0.149
H 2.414 0.298 -1.416  0.109
H 0.608 0.454 -1.682  0.096
H 0.615 -1.652 -2.215  0.095
H -0.414 -2.004 1.385  0.076
H -2.019 -1.367 1.190  0.093
H -0.791 -0.588 2.314  0.076
H -0.870 1.670 -0.737  0.109
H -2.201 0.857 0.117  0.086
H -1.192 1.677 1.150  0.063
O -2.215 -0.684 -1.532  -0.078
H -1.569 -1.272 -1.123  0.019
H -1.594 -0.017 -1.839  0.012

Values from the calculation:
energy = -404.667033 hartree
M = 121.18 g/mol
energy relative to the best compared isomer or geometry (same formula, charge and spin) = 231.1 kJ/mol
HOMO = -0.3216 hartree
SMILES string = C[C@H](CO)N(C)C.O

(2)
Molecular formula: C3H12NP2
Method: DFT, ωB97M-V with the def2-TZVPD basis set

Last column: Löwdin charge in e.
Positions of all 18 atoms, in Å:
C -1.518 0.353 0.091  -0.004
C 0.381 -0.197 -1.268  -0.046
C 0.563 0.079 1.192  0.167
N -0.092 0.150 0.043  -0.190
P 1.484 2.202 3.815  0.613
P -0.642 -2.720 -3.271  0.676
H -1.846 1.403 -0.111  0.144
H -1.911 -0.357 -0.613  0.094
H -1.876 0.034 1.073  0.109
H 0.758 0.652 -1.809  0.118
H 1.248 -0.765 -1.273  0.087
H -0.452 -0.474 -1.871  0.009
H 1.694 0.125 1.271  0.138
H -0.098 0.001 2.056  0.092
H 1.613 3.105 2.772  -0.246
H 0.442 2.850 4.438  -0.245
H 0.093 -3.195 -2.299  -0.281
H 0.159 -3.247 -4.235  -0.234

Values from the calculation:
energy = -858.508326 hartree
M = 124.08 g/mol
net charge = +1
energy relative to the best compared isomer or geometry (same formula, charge and spin) = 310.7 kJ/mol
HOMO (spin up / spin down) = -0.4535 / -0.4442 hartree

(3)
Molecular formula: C23H31EuF6O3
Method: DFT, ωB97M-V with the def2-TZVPD basis set

Last column: Löwdin charge in e.
Positions of all 64 atoms, in Å:
O 0.230 -0.500 -3.822  -0.110
C 0.365 0.722 -4.593  -0.200
C 0.269 0.046 -5.931  -0.079
H 1.371 1.146 -4.548  0.122
H -0.414 1.463 -4.394  0.116
C 0.212 -1.256 -5.084  -0.542
H 1.227 0.228 -6.434  0.111
H -0.614 0.284 -6.538  0.114
C 1.496 -2.048 -5.171  -0.030
H 2.381 -1.410 -5.061  0.091
H 1.560 -2.517 -6.158  0.086
H 1.547 -2.832 -4.400  0.093
C -1.005 -2.149 -5.255  -0.020
H -1.945 -1.586 -5.191  0.087
H -0.977 -2.969 -4.524  0.090
H -0.983 -2.601 -6.255  0.085
Eu -0.307 -0.764 1.542  1.552
C -2.653 -1.210 3.140  -0.227
C -2.584 0.215 3.174  -0.218
C -2.785 0.699 1.853  -0.244
H -2.535 0.827 4.070  0.074
C -3.037 -0.423 0.997  -0.274
C -2.972 -1.605 1.807  -0.260
H -3.203 -2.619 1.485  0.077
H -2.567 -1.875 4.017  0.089
H -2.876 1.761 1.572  0.082
H -3.322 -0.370 -0.054  0.067
C 0.990 -2.727 3.105  -0.224
C 0.069 -3.412 2.271  -0.253
C 0.511 -3.292 0.910  -0.271
H -0.807 -3.980 2.614  0.084
C 1.700 -2.507 0.906  -0.264
C 2.006 -2.176 2.271  -0.231
H 2.890 -1.639 2.618  0.077
H 0.978 -2.697 4.191  0.083
H 0.029 -3.738 0.038  0.073
H 2.306 -2.231 0.036  0.077
O 0.984 1.694 -2.465  -0.197
C 0.060 0.916 -1.633  -0.198
C -1.250 1.713 -1.708  -0.155
H 0.363 0.803 -0.538  0.104
H -0.075 -0.059 -2.077  0.095
C -0.709 3.138 -1.596  -0.158
H -1.984 1.368 -1.003  0.080
H -1.654 1.597 -2.728  0.102
C 0.802 3.017 -1.862  -0.160
H -0.997 3.581 -0.651  0.103
H -1.202 3.731 -2.409  0.113
H 1.414 2.977 -0.927  0.128
H 1.199 3.771 -2.546  0.113
C 0.387 0.821 5.422  0.000
C 1.002 1.268 4.110  -0.462
O 0.633 0.602 2.973  -0.338
C 0.628 2.793 3.918  -0.506
F 0.885 3.561 5.010  0.114
F 1.250 3.396 2.883  0.130
F -0.719 2.890 3.679  0.108
C 2.549 1.085 4.344  -0.506
F 3.023 1.814 5.393  0.110
F 2.805 -0.237 4.658  0.094
F 3.326 1.380 3.290  0.141
H -0.691 0.999 5.442  0.080
H 0.854 1.368 6.250  0.090
H 0.561 -0.249 5.569  0.092

Values from the calculation:
energy = -2430.271717 hartree
2S+1 = 8
M = 621.45 g/mol
net charge = -1
energy relative to the best compared isomer or geometry (same formula, charge and spin) = 0.0 kJ/mol
HOMO (spin up / spin down) = -0.1193 / -0.1589 hartree

(4)
Molecular formula: C11H16N4O5
Method: DFT, ωB97M-V with the def2-TZVPD basis set

Last column: Löwdin charge in e.
Positions of all 36 atoms, in Å:
N -0.246 1.000 -2.163  0.052
C 0.014 1.398 -0.808  -0.331
C -1.272 1.853 -0.124  -0.094
C -1.883 3.108 -0.688  -0.290
C -1.912 4.354 -0.116  -0.063
N -2.501 5.176 -1.028  0.038
C -2.789 4.417 -2.146  -0.168
N -2.380 3.177 -1.970  0.082
C 0.608 0.260 0.003  -0.479
O 1.217 0.468 1.031  0.080
N 0.456 -0.954 -0.529  0.104
C 1.089 -2.083 0.101  -0.184
C 0.338 -2.532 1.432  -0.113
C 1.094 -2.334 2.719  -0.102
C 2.291 -3.248 3.066  -0.502
O 2.838 -3.168 4.137  0.094
O 2.730 -4.135 2.152  0.111
C 1.214 -3.233 -0.862  -0.422
O 1.435 -4.386 -0.491  0.081
O 1.080 -2.937 -2.182  0.114
H -0.978 1.642 -2.520  0.065
H 0.567 1.085 -2.772  0.095
H 0.706 2.246 -0.717  0.155
H -0.967 2.015 0.920  0.129
H -1.954 1.024 -0.192  0.121
H -1.619 4.756 0.854  0.125
H -2.772 6.155 -0.927  0.156
H -3.199 4.882 -3.030  0.116
H 0.049 -1.017 -1.470  0.136
H 2.147 -1.803 0.348  0.186
H -0.066 -3.546 1.411  0.123
H -0.533 -1.874 1.500  0.121
H 0.396 -2.400 3.566  0.133
H 1.467 -1.315 2.762  0.112
H 2.132 -4.261 1.386  0.073
H 1.205 -3.791 -2.652  0.147

Values from the calculation:
energy = -1024.065172 hartree
M = 284.27 g/mol
energy relative to the best compared isomer or geometry (same formula, charge and spin) = 24.4 kJ/mol
HOMO = -0.3363 hartree
SMILES string = N[C@@H](Cc1c[nH]cn1)C(=O)N[C@@H](CCC(=O)O)C(=O)O

(5)
Molecular formula: C61H87Br2F3INO22PSi
Method: DFT, ωB97M-V with the def2-TZVPD basis set

Last column: Löwdin charge in e.
Positions of all 179 atoms, in Å:
C 2.884 -1.949 4.299  -0.049
C 1.721 -2.792 4.855  -0.216
O 0.468 -2.080 4.995  -0.165
P -0.127 -1.426 3.648  0.605
O 0.368 -0.047 3.570  -0.254
C 0.370 -2.287 2.109  -0.141
C -0.798 -3.020 1.359  -0.163
C -0.274 -3.313 -0.034  -0.192
C 0.533 -4.398 -0.247  0.045
C 1.025 -5.397 0.796  -0.550
F 0.598 -6.620 0.475  0.194
F 0.653 -5.188 2.067  0.145
F 2.360 -5.366 0.804  0.178
C 0.973 -4.643 -1.557  0.044
C 1.835 -5.875 -1.904  -0.426
O 1.291 -6.817 -2.431  0.116
O 3.147 -5.957 -1.575  0.025
C 3.945 -4.843 -1.992  -0.122
C 5.045 -4.559 -0.974  -0.193
C 5.802 -3.438 -1.227  -0.064
C 6.796 -3.042 -0.375  -0.056
C 7.008 -3.821 0.747  -0.054
C 6.273 -4.937 1.011  -0.264
C 6.475 -5.792 2.262  -0.032
C 5.267 -5.324 0.138  -0.006
C 0.625 -3.805 -2.626  -0.119
C 1.110 -4.161 -4.002  -0.600
Br 0.179 -5.591 -4.923  0.914
C 2.103 -3.596 -4.690  -0.687
C 2.504 -4.047 -6.074  -0.151
Br 3.099 -2.142 -3.971  0.970
C -0.174 -2.699 -2.304  -0.215
C -0.555 -1.720 -3.363  -0.166
C 0.310 -0.421 -3.204  -0.282
O 1.088 -0.688 -2.032  -0.376
Si 1.982 0.599 -1.367  0.437
C 2.123 0.186 0.472  -0.143
C 3.761 0.698 -2.002  -0.166
C 1.163 2.286 -1.502  -0.140
N -0.589 -2.502 -1.048  -0.227
I -1.733 -0.789 -0.763  1.422
O -1.725 -1.480 3.755  -0.219
C -2.340 -0.194 4.056  -0.228
C -2.567 0.573 2.746  -0.070
H 3.810 -2.315 4.758  0.105
H 2.776 -0.876 4.468  0.029
H 3.026 -2.084 3.219  0.088
H 1.998 -3.125 5.856  0.122
H 1.564 -3.679 4.227  0.101
H 0.708 -1.491 1.431  0.053
H 1.221 -2.959 2.222  0.081
H -1.702 -2.407 1.359  0.037
H -1.086 -3.953 1.847  0.121
H 4.425 -5.083 -2.949  0.147
H 3.387 -3.911 -2.101  0.059
H 5.617 -2.819 -2.105  0.098
H 7.372 -2.143 -0.557  0.115
H 7.777 -3.506 1.450  0.121
H 7.365 -6.408 2.103  0.086
H 6.581 -5.139 3.133  0.080
H 5.600 -6.436 2.378  0.071
H 4.641 -6.191 0.316  0.117
H 2.986 -5.031 -5.977  0.094
H 1.651 -4.160 -6.745  0.053
H 3.257 -3.388 -6.511  0.070
H -1.624 -1.500 -3.377  0.051
H -0.350 -2.106 -4.364  0.122
H -0.381 0.410 -3.026  0.078
H 0.957 -0.260 -4.071  0.100
H 2.728 0.965 0.941  0.048
H 2.652 -0.762 0.636  0.050
H 1.137 0.157 0.956  0.012
H 4.324 1.380 -1.359  0.047
H 3.820 0.946 -3.068  0.030
H 4.210 -0.300 -1.868  0.002
H 0.350 2.368 -0.771  0.029
H 1.927 3.018 -1.223  0.024
H 0.853 2.487 -2.532  0.046
H -3.322 -0.428 4.479  0.108
H -1.796 0.382 4.806  0.121
H -1.781 0.359 2.020  0.013
H -3.500 0.184 2.309  0.081
H -2.716 1.643 2.893  0.067
O -1.362 3.436 1.134  0.112
C -2.354 4.047 1.421  -0.481
O -3.561 3.457 1.603  0.001
C -4.567 4.469 1.826  -0.135
C -3.804 5.686 2.315  -0.142
C -2.475 5.547 1.587  -0.078
H -5.086 4.654 0.883  0.131
H -5.288 4.109 2.557  0.127
H -4.317 6.623 2.116  0.092
H -3.642 5.612 3.392  0.124
H -2.502 6.012 0.600  0.119
H -1.647 5.941 2.169  0.133
O -2.986 -2.187 -4.897  0.085
C -3.442 -3.259 -5.199  -0.482
O -3.665 -3.630 -6.465  0.055
C -4.320 -4.916 -6.496  -0.129
C -3.985 -5.560 -5.161  -0.148
C -3.888 -4.349 -4.243  -0.075
H -5.393 -4.754 -6.624  0.137
H -3.952 -5.487 -7.339  0.080
H -4.718 -6.300 -4.844  0.121
H -3.014 -6.055 -5.221  0.090
H -4.857 -4.075 -3.824  0.134
H -3.157 -4.494 -3.449  0.112
O -3.958 8.780 0.987  0.111
C -4.962 9.371 1.268  -0.484
O -6.156 8.756 1.444  0.019
C -7.185 9.740 1.663  -0.151
C -6.454 10.976 2.160  -0.154
C -5.115 10.868 1.436  -0.069
H -7.704 9.915 0.719  0.128
H -7.899 9.360 2.391  0.125
H -6.991 11.901 1.963  0.118
H -6.294 10.904 3.237  0.120
H -5.145 11.331 0.449  0.135
H -4.298 11.278 2.023  0.129
O 3.128 5.186 -1.491  0.114
C 2.136 5.780 -1.176  -0.477
O 0.901 5.220 -1.202  0.005
C -0.090 6.213 -0.874  -0.137
C 0.661 7.288 -0.108  -0.151
C 2.043 7.230 -0.745  -0.062
H -0.524 6.589 -1.803  0.134
H -0.877 5.755 -0.278  0.079
H 0.189 8.267 -0.167  0.125
H 0.732 7.014 0.944  0.106
H 2.115 7.865 -1.629  0.136
H 2.829 7.476 -0.037  0.120
O 5.173 0.350 2.693  0.122
C 4.282 0.619 3.447  -0.494
O 2.986 0.319 3.197  -0.087
C 2.146 0.867 4.231  -0.218
C 3.065 1.055 5.428  -0.144
C 4.401 1.363 4.762  -0.063
H 1.728 1.811 3.874  0.148
H 1.329 0.176 4.437  0.002
H 2.723 1.828 6.115  0.119
H 3.141 0.120 5.987  0.109
H 4.519 2.428 4.555  0.131
H 5.243 0.994 5.341  0.124
O -7.833 -3.302 3.824  0.135
C -6.649 -3.447 3.862  -0.483
O -5.798 -2.515 4.369  0.030
C -4.438 -2.934 4.172  -0.176
C -4.505 -4.444 4.003  -0.149
C -5.862 -4.631 3.332  -0.072
H -4.046 -2.433 3.284  0.111
H -3.840 -2.644 5.032  0.122
H -3.670 -4.851 3.433  0.109
H -4.510 -4.927 4.981  0.123
H -5.797 -4.552 2.246  0.129
H -6.334 -5.568 3.617  0.127
O -3.603 -6.562 -8.992  0.116
C -2.425 -6.767 -8.957  -0.469
O -1.525 -5.859 -8.493  0.018
C -0.191 -6.360 -8.684  -0.163
C -0.342 -7.870 -8.791  -0.149
C -1.712 -8.010 -9.442  -0.066
H 0.219 -5.921 -9.596  0.132
H 0.434 -6.071 -7.840  0.072
H 0.462 -8.344 -9.349  0.120
H -0.363 -8.311 -7.792  0.118
H -1.653 -7.979 -10.531  0.137
H -2.230 -8.907 -9.115  0.130
O 0.512 10.765 2.343  0.128
C 1.320 10.110 2.929  -0.482
O 1.751 8.896 2.491  0.000
C 2.635 8.313 3.464  -0.158
C 3.159 9.483 4.281  -0.155
C 1.980 10.449 4.250  -0.073
H 2.066 7.605 4.071  0.127
H 3.433 7.777 2.953  0.124
H 3.474 9.201 5.284  0.117
H 4.015 9.934 3.775  0.121
H 1.271 10.256 5.057  0.132
H 2.301 11.487 4.268  0.127

Values from the calculation:
energy = -10462.674732 hartree
M = 1589.12 g/mol
net charge = +1
HOMO = -0.3854 hartree

(6)
Molecular formula: CHF3GdO
Method: DFT, ωB97M-V with the def2-TZVPD basis set

Last column: Löwdin charge in e.
Positions of all 7 atoms, in Å:
C -1.344 -0.011 -0.026  -0.449
F -1.975 0.733 -1.028  -0.088
F -2.019 0.464 1.103  -0.088
F -1.975 -1.247 -0.197  -0.089
H 0.942 0.007 0.018  0.068
Gd 4.254 0.036 0.087  1.456
O 2.117 0.017 0.043  -0.809

Values from the calculation:
energy = -1179.036799 hartree
2S+1 = 9
M = 243.26 g/mol
energy relative to the best compared isomer or geometry (same formula, charge and spin) = 0.0 kJ/mol
HOMO (spin up / spin down) = -0.2357 / -0.2325 hartree